Entry 1:
Formula: C11H33Ag2O13
Source: the Open Molecules 2025 dataset
Level of theory: ωB97M-V with the def2-TZVPD basis set

```
59
Properties=species:S:1:pos:R:3:mulliken_charge:R:1
Ag -14.775 11.374 -14.929 0.71
Ag -12.664 7.711 -12.819 0.61
O -12.976 7.666 -16.585 0.61
C -13.379 8.689 -15.812 0.55
O -12.613 9.165 -14.920 -0.73
O -14.505 9.188 -16.072 -0.55
H -12.205 7.395 -16.039 -0.10
C -10.029 7.069 -17.867 -0.17
O -9.104 6.403 -18.695 -0.56
H -9.711 7.225 -16.830 0.14
H -10.371 7.992 -18.345 0.22
H -10.907 6.419 -17.819 -0.03
H -8.272 6.887 -18.673 0.32
C -13.373 4.849 -18.422 -0.16
O -14.123 3.864 -19.136 -0.55
H -12.534 5.112 -19.065 0.29
H -13.999 5.733 -18.275 0.11
H -12.934 4.572 -17.457 0.02
H -14.797 3.586 -18.506 0.31
C -9.865 10.927 -16.869 0.20
C -9.587 10.895 -15.396 -0.40
O -10.764 11.174 -14.644 -0.59
O -10.168 12.250 -17.286 -0.54
H -10.678 10.260 -17.181 -0.21
H -8.966 10.640 -17.420 0.35
H -8.871 11.664 -15.104 0.29
H -9.148 9.936 -15.087 0.23
H -11.410 10.468 -14.809 0.39
H -11.025 12.489 -16.920 0.32
C -12.268 4.972 -14.354 -0.81
C -13.770 5.124 -14.516 0.00
O -14.177 6.104 -13.555 -0.44
O -11.585 6.170 -14.703 -0.31
H -11.979 4.160 -15.030 0.46
H -12.041 4.671 -13.326 0.36
H -14.289 4.184 -14.328 0.53
H -14.044 5.455 -15.522 -0.06
H -15.139 6.114 -13.467 0.24
H -10.643 5.985 -14.598 0.20
C -14.338 10.792 -19.263 -0.33
C -13.754 9.445 -19.637 0.31
O -13.251 9.493 -20.958 -0.59
O -15.466 11.038 -20.075 -0.57
H -13.563 11.551 -19.421 0.36
H -14.636 10.773 -18.215 0.06
H -14.531 8.670 -19.600 0.23
H -13.000 9.090 -18.918 -0.16
H -12.970 8.607 -21.198 0.34
H -15.198 11.052 -20.999 0.36
C -17.483 7.281 -15.561 -0.49
C -16.969 6.746 -16.884 -0.03
O -16.492 7.730 -17.771 -0.55
O -16.473 7.610 -14.596 -0.59
H -18.121 6.545 -15.070 0.40
H -18.050 8.203 -15.728 0.25
H -17.725 6.169 -17.414 0.45
H -16.136 6.066 -16.642 -0.10
H -15.740 8.214 -17.404 0.14
H -15.818 8.152 -15.066 0.31
```

## Properties
E_tot in eV: -46548.324
Strongest force on any atom in eV Å⁻¹: 1.7
Total charge: +1
M in u: 589.108
Frontier orbital gap in eV: 6.821

---

Entry 2:
Formula: C29H65N5O8S2
Source: the Open Molecules 2025 dataset
Level of theory: ωB97M-V with the def2-TZVPD basis set

```
109
Properties=species:S:1:pos:R:3:mulliken_charge:R:1
C 1.671 3.293 2.206 -1.33
C 1.967 3.548 0.722 0.23
C 1.907 5.016 0.341 -1.02
C 0.525 5.689 0.505 -0.98
C -0.683 4.805 0.213 0.94
C -1.056 4.706 -1.275 -0.82
C -0.313 3.657 -2.098 -0.84
C -0.877 2.222 -2.061 -0.95
C -1.542 1.771 -0.761 1.10
C -1.985 0.317 -0.938 -0.22
C -3.010 -0.091 0.099 -1.03
O -4.287 0.547 -0.120 -0.27
S -4.832 1.309 1.215 0.79
O -6.005 0.594 1.626 -0.62
O -5.425 2.664 0.503 -0.43
C -4.576 3.816 0.729 -0.19
C -5.438 5.004 1.167 -0.86
C -4.858 5.650 2.424 -0.54
S -5.411 7.385 2.471 -0.26
H 0.608 3.097 2.320 0.36
H 1.928 4.127 2.850 0.27
H 2.175 2.388 2.527 0.33
H 1.283 2.941 0.140 -0.19
H 2.972 3.188 0.499 0.47
H 2.305 5.205 -0.651 0.37
H 2.591 5.527 1.018 0.50
H 0.440 6.156 1.482 0.33
H 0.478 6.508 -0.211 0.40
H -1.542 5.279 0.694 -0.14
H -0.605 3.825 0.663 -0.35
H -0.854 5.684 -1.709 0.56
H -2.128 4.569 -1.365 0.07
H 0.745 3.673 -1.862 0.36
H -0.371 3.989 -3.134 0.40
H -1.593 2.105 -2.869 0.49
H -0.066 1.519 -2.237 0.24
H -2.410 2.376 -0.526 -0.56
H -0.837 1.761 0.065 0.05
H -2.355 0.133 -1.943 0.09
H -1.113 -0.307 -0.768 0.25
H -3.134 -1.169 0.138 0.39
H -2.603 0.201 1.068 0.51
H -3.795 3.583 1.448 0.55
H -4.132 4.055 -0.228 -0.12
H -5.446 5.745 0.376 0.48
H -6.434 4.627 1.363 0.34
H -3.777 5.599 2.424 0.35
H -5.260 5.146 3.295 0.38
H -4.656 7.877 3.463 0.13
C 2.024 -2.240 1.327 -1.11
C 0.553 -2.252 1.009 0.89
O -0.188 -1.312 1.281 -0.68
N 0.054 -3.351 0.394 -0.07
C 0.756 -4.554 -0.030 -0.80
H 2.270 -1.299 1.813 0.20
H 2.263 -3.059 2.005 0.24
H 2.613 -2.329 0.412 0.38
H -0.936 -3.293 0.215 0.21
H 0.642 -4.677 -1.110 0.26
H 0.325 -5.421 0.478 0.28
H 1.811 -4.494 0.213 0.34
C 2.175 -5.658 5.713 -1.40
C 1.655 -4.524 4.862 0.78
O 2.289 -4.078 3.917 -0.62
N 0.443 -4.004 5.181 -0.11
C -0.450 -4.395 6.255 -0.89
H 3.146 -5.959 5.332 0.30
H 2.287 -5.340 6.750 0.38
H 1.499 -6.513 5.668 0.37
H 0.156 -3.250 4.573 0.17
H -1.408 -4.714 5.842 0.29
H -0.624 -3.547 6.919 0.30
H -0.030 -5.211 6.833 0.34
C 0.514 -7.028 -4.080 -1.35
C 1.096 -5.636 -4.115 0.82
O 1.128 -4.922 -3.122 -0.64
N 1.591 -5.192 -5.298 -0.17
C 1.641 -5.888 -6.571 -0.90
H 0.164 -7.233 -3.074 0.29
H -0.328 -7.110 -4.769 0.35
H 1.271 -7.767 -4.346 0.39
H 1.966 -4.257 -5.251 0.24
H 2.677 -5.982 -6.901 0.31
H 1.087 -5.326 -7.323 0.28
H 1.210 -6.880 -6.488 0.33
C -3.613 -0.850 -6.111 -1.45
C -2.487 -0.815 -5.105 0.83
O -2.246 0.173 -4.433 -0.58
N -1.734 -1.941 -4.962 -0.11
C -1.864 -3.205 -5.659 -0.82
H -4.112 0.114 -6.104 0.30
H -3.226 -1.038 -7.114 0.37
H -4.337 -1.623 -5.851 0.39
H -1.004 -1.850 -4.272 0.19
H -2.049 -4.007 -4.941 0.24
H -0.941 -3.428 -6.197 0.23
H -2.683 -3.175 -6.369 0.37
C 7.277 2.525 3.725 -1.37
C 5.837 2.605 3.273 0.97
O 5.187 3.633 3.357 -0.61
N 5.277 1.475 2.761 -0.06
C 5.883 0.169 2.585 -0.90
H 7.574 3.497 4.105 0.30
H 7.390 1.787 4.521 0.36
H 7.927 2.259 2.891 0.35
H 4.317 1.597 2.479 0.03
H 5.862 -0.110 1.530 0.26
H 5.325 -0.579 3.152 0.27
H 6.913 0.169 2.925 0.40
```

## Properties
E_tot in eV: -76629.241
Strongest force on any atom in eV Å⁻¹: 1.1
Total charge: 0
Energy above the lowest of the compared OMol25 structures with the same formula, charge and spin in kcal per mole: 8.3
M in u: 676.000
Frontier orbital gap in eV: 9.151

---

Entry 3:
Formula: C29H35BF32NO6
Source: the Open Molecules 2025 dataset
Level of theory: ωB97M-V with the def2-TZVPD basis set

```
104
Properties=species:S:1:pos:R:3:mulliken_charge:R:1
C 6.122 1.152 4.518 -1.37
C 6.029 1.573 3.024 0.76
C 6.198 0.378 2.082 -1.52
C 4.796 2.435 2.704 -1.46
C 3.511 1.714 2.272 -0.79
C 3.106 0.528 3.155 0.94
C 2.751 -0.806 2.472 -1.09
N 2.063 -1.499 3.588 0.03
C 1.610 -0.677 4.471 -0.50
C 1.827 0.709 4.030 -0.37
B 0.448 1.009 3.209 0.73
O -0.726 0.539 3.770 -0.59
O 0.486 1.719 2.058 -0.55
H 6.183 0.065 4.590 0.21
H 5.232 1.495 5.050 0.43
H 6.989 1.595 5.002 0.27
H 6.893 2.213 2.834 0.60
H 5.974 0.660 1.050 0.40
H 5.576 -0.473 2.363 0.13
H 7.238 0.049 2.089 0.46
H 5.065 3.102 1.880 0.46
H 4.575 3.093 3.548 0.35
H 3.564 1.393 1.230 0.40
H 2.702 2.442 2.309 0.37
H 3.892 0.238 3.855 0.15
H 3.637 -1.380 2.202 0.44
H 2.135 -0.743 1.574 0.34
H 1.977 -2.505 3.655 0.27
H 1.126 -1.015 5.378 0.51
H 1.897 1.442 4.836 0.49
H -1.226 -0.090 3.234 0.37
H -0.243 1.480 1.466 0.26
C -4.736 -0.689 1.226 -0.88
C -3.296 -0.462 0.744 0.90
C -2.856 0.975 0.436 0.09
F -3.533 1.491 -0.591 -0.17
F -1.529 0.932 0.084 -0.35
F -2.998 -1.263 -0.284 -0.26
F -2.475 -0.844 1.800 -0.36
O -5.646 -1.145 0.257 -0.37
C -6.381 -0.282 -0.520 0.68
C -6.085 -0.496 -2.010 0.35
F -4.778 -0.257 -2.251 -0.28
F -6.810 0.384 -2.734 -0.26
F -6.195 1.002 -0.157 -0.28
F -7.681 -0.573 -0.330 -0.29
H -4.660 -1.511 1.938 0.46
H -5.107 0.178 1.775 0.32
H -2.963 1.618 1.314 0.32
H -6.338 -1.512 -2.303 0.25
C -5.583 -2.331 -6.809 -0.80
C -5.184 -2.635 -5.358 0.81
C -3.748 -2.320 -4.924 0.13
F -2.864 -3.067 -5.609 -0.25
F -3.622 -2.623 -3.608 -0.23
F -5.491 -3.904 -5.034 -0.30
F -5.964 -1.811 -4.579 -0.22
O -5.591 -3.423 -7.703 -0.42
C -4.484 -3.780 -8.427 0.79
C -4.055 -5.223 -8.124 0.18
F -3.753 -5.353 -6.816 -0.22
F -2.951 -5.508 -8.846 -0.25
F -3.465 -2.919 -8.255 -0.29
F -4.823 -3.747 -9.734 -0.30
H -6.626 -2.023 -6.748 0.42
H -5.020 -1.482 -7.201 0.41
H -3.523 -1.260 -5.067 0.31
H -4.857 -5.915 -8.385 0.25
C 9.813 -2.221 8.504 -0.67
C 11.259 -1.719 8.380 0.86
C 11.468 -0.226 8.104 0.07
F 10.932 0.115 6.912 -0.21
F 12.791 0.028 8.062 -0.26
F 11.929 -2.452 7.471 -0.27
F 11.830 -1.935 9.601 -0.32
O 9.259 -2.842 7.356 -0.39
C 8.593 -2.148 6.394 0.83
C 9.269 -2.309 5.025 0.17
F 10.522 -1.831 5.060 -0.22
F 8.571 -1.602 4.100 -0.20
F 8.411 -0.855 6.716 -0.29
F 7.353 -2.698 6.271 -0.34
H 9.860 -3.018 9.243 0.39
H 9.159 -1.445 8.903 0.32
H 11.014 0.381 8.893 0.29
H 9.283 -3.362 4.741 0.23
C -6.065 4.075 -4.912 -0.70
C -7.387 4.736 -4.494 0.82
C -8.611 3.826 -4.358 0.23
F -8.934 3.280 -5.548 -0.21
F -9.661 4.558 -3.928 -0.28
F -7.671 5.777 -5.298 -0.28
F -7.167 5.223 -3.235 -0.32
O -5.698 4.167 -6.274 -0.39
C -6.060 3.219 -7.189 0.80
C -6.894 3.819 -8.331 0.14
F -8.023 4.363 -7.844 -0.22
F -7.227 2.827 -9.186 -0.25
F -6.685 2.170 -6.621 -0.27
F -4.923 2.742 -7.754 -0.31
H -5.301 4.645 -4.387 0.42
H -6.013 3.049 -4.546 0.38
H -8.415 3.029 -3.634 0.17
H -6.316 4.580 -8.857 0.27
```

## Properties
E_tot in eV: -132048.372
Strongest force on any atom in eV Å⁻¹: 0.9
Total charge: +1
M in u: 1112.348
Frontier orbital gap in eV: 9.178

---

Entry 4:
Formula: C5H13NO
Source: the Open Molecules 2025 dataset
Level of theory: ωB97M-V with the def2-TZVPD basis set

```
20
Properties=species:S:1:pos:R:3:mulliken_charge:R:1
C 1.914 -0.376 1.311 -1.67
N 2.957 -1.026 -1.224 -0.57
C 1.649 -0.495 -1.094 0.59
C 1.119 -0.142 0.080 0.92
C -0.186 0.663 0.125 -1.41
C 1.002 -0.252 -2.425 -1.40
H 2.160 -1.424 1.518 0.35
H 1.449 -0.062 2.252 0.39
H 2.850 0.199 1.340 0.34
H 3.301 -1.488 -0.406 0.22
H 3.023 -1.632 -2.036 0.22
H -1.003 -0.026 -0.069 0.28
H -0.115 1.456 -0.613 0.32
H -0.266 1.125 1.104 0.41
H 1.607 -0.638 -3.246 0.40
H -0.054 -0.495 -2.488 0.31
H 1.060 0.820 -2.690 0.28
H -6.753 2.124 2.215 0.32
H -5.965 0.862 2.357 0.32
O -6.781 1.271 2.671 -0.64
```

## Properties
Structure (SMILES): CC(C)=C(C)N.O
E_tot in eV: -8932.841
Strongest force on any atom in eV Å⁻¹: 1.6
Total charge: 0
Energy above the lowest of the compared OMol25 structures with the same formula, charge and spin in kcal per mole: 27.0
M in u: 103.165
Frontier orbital gap in eV: 8.450

---

Entry 5:
Formula: C3H3Br
Source: the Open Molecules 2025 dataset
Level of theory: ωB97M-V with the def2-TZVPD basis set

```
7
Properties=species:S:1:pos:R:3:mulliken_charge:R:1
C -0.122 -0.093 -0.360 0.44
C -0.784 -0.753 -1.180 -0.30
C 0.460 0.666 0.752 -0.91
Br -1.397 -2.006 -2.336 -0.04
H 0.260 -0.032 1.582 0.26
H 0.037 1.744 0.889 0.27
H 1.546 0.475 0.653 0.28
```

## Properties
Structure (SMILES): CC#CBr
E_tot in eV: -73199.438
Strongest force on any atom in eV Å⁻¹: 4.3
Total charge: 0
Energy above the lowest of the compared OMol25 structures with the same formula, charge and spin in kcal per mole: 12.4
M in u: 118.961
Frontier orbital gap in eV: 10.064

---

Entry 6:
Formula: C5H7N2O2S
Source: the Open Molecules 2025 dataset
Level of theory: ωB97M-V with the def2-TZVPD basis set

```
17
Properties=species:S:1:pos:R:3:mulliken_charge:R:1
C -0.644 3.998 -0.423 0.56
C -2.908 2.978 0.072 0.36
C -0.839 -1.086 -0.241 -1.27
C 1.018 0.767 0.242 -0.90
C -0.499 0.339 0.001 0.62
N -1.762 3.738 -0.098 -0.15
N -1.110 1.054 1.076 -0.64
O 0.363 4.458 -0.780 -0.49
O -4.017 3.406 -0.102 -0.57
S -2.683 1.426 0.879 -0.18
H -0.169 -1.473 -1.020 0.35
H -0.754 -1.772 0.628 0.30
H -1.843 -1.338 -0.677 0.30
H 0.847 1.811 -0.008 -0.01
H 1.712 0.283 -0.505 0.29
H 1.320 0.584 1.260 0.35
H -0.594 0.752 -1.032 0.09
```

## Properties
Structure (SMILES): CC(C)[N-]SC(=O)N=C=O
E_tot in eV: -23208.741
Strongest force on any atom in eV Å⁻¹: 2.6
Total charge: -1
Energy above the lowest of the compared OMol25 structures with the same formula, charge and spin in kcal per mole: 62.9
M in u: 159.190
Frontier orbital gap in eV: 6.997